# 1
{"formula": "C27H12BF15", "method": "ωB97M-V/def2-TZVPD", "species": ["C", "C", "C", "C", "C", "C", "C", "C", "C", "H", "H", "H", "H", "H", "H", "H", "H", "H", "H", "H", "F", "C", "C", "F", "C", "F", "C", "B", "C", "C", "F", "C", "F", "C", "F", "C", "F", "C", "F", "C", "C", "F", "C", "F", "C", "F", "C", "F", "C", "F", "H", "C", "F", "C", "F"], "xyz": [[0.010, 3.407, -1.379], [-1.116, 2.436, -0.981], [-1.534, 2.548, 0.495], [-2.230, 2.097, -1.944], [-3.231, 1.210, -1.490], [-4.189, 0.716, -2.376], [-4.138, 1.070, -3.725], [-3.015, 1.745, -4.208], [-2.047, 2.239, -3.327], [0.613, 2.989, -2.187], [-0.325, 4.398, -1.687], [0.687, 3.499, -0.519], [-1.620, 1.550, 0.939], [-0.768, 3.076, 1.070], [-2.516, 3.027, 0.635], [-3.145, 0.770, -0.492], [-4.930, 0.009, -1.999], [-4.921, 0.742, -4.399], [-2.861, 1.845, -5.276], [-1.087, 2.607, -3.695], [-3.021, -2.770, 4.492], [-2.106, -2.184, 3.698], [-0.955, -1.625, 4.264], [-0.753, -1.715, 5.593], [-0.026, -1.011, 3.435], [1.000, -0.324, 3.999], [-0.138, -1.100, 2.032], [1.086, -0.975, 1.090], [2.380, -0.196, 1.484], [2.595, 1.192, 1.584], [1.580, 2.052, 1.278], [3.815, 1.745, 1.965], [3.991, 3.087, 2.001], [4.869, 0.884, 2.279], [6.068, 1.398, 2.623], [4.717, -0.497, 2.154], [5.772, -1.300, 2.384], [3.489, -1.000, 1.758], [3.354, -2.349, 1.635], [1.069, -1.797, -0.244], [1.436, -1.216, -1.467], [1.508, 0.145, -1.548], [1.711, -1.956, -2.615], [2.102, -1.351, -3.759], [1.592, -3.346, -2.546], [1.886, -4.096, -3.627], [1.101, -3.959, -1.391], [0.991, -5.303, -1.364], [0.776, -3.173, -0.288], [0.188, -3.778, 0.774], [-0.599, 1.518, -1.061], [-1.422, -1.418, 1.544], [-1.716, -1.168, 0.235], [-2.395, -1.999, 2.340], [-3.579, -2.394, 1.815]], "forces_ev_per_angstrom": [[-0.2686, 0.1432, -0.0052], [0.3097, 0.1794, 0.2482], [-0.3122, 0.0512, 0.0688], [0.2150, -0.7547, -0.2283], [0.1283, 0.1127, -0.5308], [0.2109, 0.1768, 0.2901], [0.2870, -0.0767, 0.0999], [-0.0026, 0.0743, 0.2926], [-0.4388, -0.2078, 0.2785], [-0.1074, 0.0570, -0.0876], [-0.0673, 0.0562, 0.0937], [-0.2090, 0.1301, -0.2690], [-0.0218, 0.1222, -0.0084], [-0.2520, 0.0118, -0.0836], [0.3701, 0.0681, -0.0900], [-0.3627, 0.5597, -0.2223], [0.0603, 0.2862, -0.2241], [0.1539, -0.0618, -0.0295], [-0.1056, 0.0937, 0.0154], [-0.4885, 0.3087, -0.0026], [0.7743, 0.4413, -0.5995], [-0.7060, 0.1353, 0.3269], [0.0526, -0.2423, 0.4112], [-0.2179, 0.1844, -0.7718], [0.3524, 0.1346, -0.0593], [-0.6522, -1.0449, -0.3899], [-0.5494, 0.8885, 0.2716], [-0.9743, 0.4527, -0.1385], [1.0907, 0.5175, 0.1181], [-0.6960, -0.0601, -0.1184], [0.7759, -0.7804, 0.3027], [-0.0448, 0.2337, -0.0534], [-0.1465, -1.1299, 0.0450], [0.5037, 0.3287, -0.1368], [-0.8958, -0.4047, -0.2018], [0.4770, 0.1172, 0.1223], [-0.6669, 0.3776, -0.0735], [-0.1138, -0.2318, -0.1242], [0.1118, 0.6940, 0.1544], [-0.2311, -0.3030, -0.8255], [0.2336, 0.3786, 0.0642], [0.2271, -1.0734, 0.1382], [0.0600, 0.2040, -0.0902], [-0.3278, -0.5015, 0.8405], [-0.0599, -0.1435, -0.4962], [-0.2026, 0.5502, 0.8321], [0.1572, -0.2894, -0.1134], [-0.1417, 0.8931, 0.0337], [0.0734, 0.1104, 0.1385], [0.6831, 0.2308, -0.4999], [0.8730, -1.3380, 0.3974], [0.1145, -0.2762, -0.5658], [0.3253, -0.5997, 1.1678], [-0.2913, -0.1200, -0.2874], [0.9340, 0.3364, 0.5749]], "smiles": "Fc1c(F)c(F)c(B(c2c(F)c(F)c(F)c(F)c2F)c2c(F)c(F)c(F)c(F)c2F)c(F)c1F.CC(C)c1ccccc1"}

---

# 2
{"formula": "C26H76N4O12", "method": "ωB97M-V/def2-TZVPD", "species": ["C", "O", "H", "H", "H", "H", "C", "O", "H", "H", "H", "H", "C", "O", "H", "H", "H", "H", "C", "O", "N", "N", "H", "H", "H", "H", "C", "O", "N", "N", "H", "H", "H", "H", "C", "C", "C", "O", "H", "H", "H", "H", "H", "H", "H", "H", "C", "C", "C", "O", "H", "H", "H", "H", "H", "H", "H", "H", "C", "C", "C", "O", "H", "H", "H", "H", "H", "H", "H", "H", "C", "C", "C", "O", "H", "H", "H", "H", "H", "H", "H", "H", "C", "C", "C", "O", "H", "H", "H", "H", "H", "H", "H", "H", "C", "C", "C", "O", "H", "H", "H", "H", "H", "H", "H", "H", "C", "C", "C", "O", "H", "H", "H", "H", "H", "H", "H", "H"], "xyz": [[-7.207, -14.324, 5.200], [-7.054, -13.907, 6.559], [-6.536, -15.122, 5.052], [-7.018, -13.557, 4.460], [-8.172, -14.716, 5.030], [-6.109, -13.690, 6.656], [-9.593, -12.208, 4.894], [-9.308, -12.196, 6.260], [-10.044, -13.108, 4.598], [-8.736, -12.056, 4.281], [-10.147, -11.382, 4.550], [-8.562, -12.773, 6.368], [-5.628, -17.477, 5.936], [-6.403, -18.099, 6.865], [-6.348, -17.241, 5.129], [-4.881, -18.186, 5.560], [-5.073, -16.606, 6.268], [-6.848, -18.893, 6.457], [-10.005, -20.954, 6.045], [-10.521, -21.726, 5.096], [-9.521, -21.463, 7.106], [-10.063, -19.632, 6.005], [-9.389, -22.514, 6.956], [-8.865, -21.042, 7.690], [-10.556, -19.235, 5.181], [-9.814, -18.915, 6.751], [-9.477, -16.563, 7.533], [-10.561, -15.670, 7.464], [-9.615, -17.832, 7.888], [-8.260, -16.246, 7.305], [-10.580, -18.115, 8.219], [-8.816, -18.400, 8.220], [-8.035, -15.237, 7.036], [-7.525, -16.959, 7.123], [-13.193, -21.944, 7.102], [-12.416, -21.645, 8.445], [-13.258, -21.624, 9.705], [-11.493, -22.435, 8.740], [-12.513, -21.614, 6.332], [-14.061, -21.364, 7.146], [-13.441, -22.995, 6.926], [-11.949, -20.720, 8.262], [-14.196, -21.122, 9.629], [-12.692, -21.141, 10.466], [-13.488, -22.629, 10.062], [-10.706, -22.051, 8.241], [-10.289, -13.013, 9.618], [-8.851, -13.419, 9.436], [-7.868, -12.309, 9.484], [-8.440, -14.335, 10.199], [-10.918, -13.818, 9.448], [-10.391, -12.190, 8.963], [-10.507, -12.513, 10.596], [-8.826, -13.798, 8.447], [-8.021, -11.533, 8.715], [-6.849, -12.673, 9.385], [-7.975, -11.767, 10.455], [-8.994, -15.134, 10.029], [-9.266, -20.164, 10.141], [-7.809, -20.205, 9.638], [-7.265, -21.587, 9.485], [-7.720, -19.685, 8.542], [-10.035, -20.581, 9.494], [-9.567, -19.098, 10.213], [-9.327, -20.661, 11.145], [-7.164, -19.682, 10.343], [-7.363, -21.974, 10.465], [-6.218, -21.587, 9.222], [-7.830, -22.305, 8.794], [-6.824, -19.335, 8.474], [-12.941, -18.141, 6.972], [-12.823, -17.831, 8.465], [-14.134, -18.253, 9.083], [-11.911, -18.450, 9.023], [-13.637, -17.411, 6.534], [-13.328, -19.140, 6.699], [-12.027, -18.022, 6.366], [-12.628, -16.752, 8.548], [-14.306, -19.316, 8.795], [-14.900, -17.585, 8.705], [-14.135, -18.268, 10.165], [-12.085, -18.471, 9.994], [-14.125, -16.041, 3.781], [-12.834, -15.422, 3.402], [-12.143, -14.981, 4.716], [-12.106, -16.219, 2.822], [-14.748, -15.428, 4.424], [-13.971, -16.965, 4.320], [-14.651, -16.270, 2.854], [-12.992, -14.601, 2.722], [-11.132, -14.779, 4.411], [-11.959, -15.755, 5.427], [-12.733, -14.169, 5.082], [-11.925, -16.885, 3.462], [-5.169, -15.403, 8.970], [-4.189, -15.042, 10.009], [-4.034, -13.571, 10.211], [-4.347, -15.588, 11.155], [-6.076, -14.716, 9.026], [-5.433, -16.461, 9.114], [-4.760, -15.339, 7.948], [-3.218, -15.439, 9.684], [-4.938, -12.977, 10.350], [-3.469, -13.284, 9.313], [-3.347, -13.448, 11.052], [-5.070, -15.133, 11.581], [-14.071, -14.335, 8.632], [-14.804, -14.497, 7.290], [-16.191, -15.219, 7.248], [-14.765, -13.486, 6.655], [-13.025, -14.336, 8.440], [-14.242, -15.248, 9.251], [-14.371, -13.490, 9.208], [-14.129, -15.235, 6.766], [-16.951, -14.564, 7.617], [-16.223, -16.149, 7.754], [-16.413, -15.492, 6.210], [-13.846, -13.162, 6.543]], "forces_ev_per_angstrom": [[0.7147, 0.4164, -0.1655], [0.6378, 0.7906, -0.5724], [0.8910, -0.9688, -0.5656], [0.0923, 0.4201, 0.0840], [-1.2751, -0.1969, 0.1188], [-0.6056, 0.0154, 0.3393], [0.7340, 0.3221, -0.1097], [-0.5559, 0.8177, 0.1404], [-0.8487, -1.1624, -0.4671], [1.3664, -0.2204, -0.4259], [-1.4361, 1.0570, 0.3649], [0.5616, -0.3110, 0.6175], [0.7201, -0.2628, -3.1544], [-1.2239, -2.6372, 2.1170], [0.9913, 0.4714, -0.2300], [0.0288, 0.2479, -0.2259], [-0.4539, 0.0793, 0.5412], [0.6609, 1.2372, 0.4167], [-4.2306, -0.7725, -7.4050], [2.1378, 2.8486, 3.3829], [1.5594, -6.3328, 2.7527], [-0.4837, 2.3725, -1.7517], [-0.0777, 2.0023, 0.4314], [1.0723, 1.0407, 0.5414], [0.6675, -0.7560, 0.9799], [-0.2956, -1.2701, -0.9934], [-6.3794, 4.0133, 0.2666], [5.0904, -4.2590, 0.3869], [-1.9238, -1.7920, 1.2699], [3.5949, 3.6357, -1.8057], [1.5594, 0.4189, 0.0773], [-0.6471, 0.8914, -0.1960], [-0.4664, -2.1700, 0.9865], [-0.9877, 0.7121, 0.6243], [1.6518, -0.6142, 1.2725], [-7.0876, 3.0065, -1.5820], [-1.0110, -0.0039, -0.2756], [8.5764, -5.3378, 0.4416], [-0.1895, -0.0150, -0.6205], [-1.4995, 0.9038, -0.3881], [0.0645, 0.0784, 0.3123], [-0.2867, 2.1941, -0.1474], [-0.7484, 0.4539, -0.1506], [0.5341, 0.4127, 0.8342], [0.2394, -0.1523, -0.2643], [-0.9107, -1.5520, 0.8972], [1.2676, 2.4104, 1.9786], [-2.2251, 4.7693, -4.4286], [0.1290, 2.2984, 0.6111], [1.7930, -7.4038, 5.4658], [-1.4147, -1.3628, -0.5361], [-0.8605, 0.5739, -1.3449], [0.3347, -0.8238, -0.2407], [-0.1459, -0.1165, -1.7751], [-0.1140, -0.4573, 0.1111], [0.0378, -0.0859, 0.0567], [0.3259, -0.3974, -0.4303], [0.7364, 0.6730, 0.4697], [0.0857, 0.5478, 1.4310], [-1.7827, -5.5000, 9.2272], [-0.7700, -2.2366, 0.4870], [1.4989, 6.8777, -11.0908], [0.3479, -0.4349, -0.1449], [0.2834, -0.5056, 0.4045], [-0.1229, 0.5508, -0.9048], [-0.1199, -0.0154, 0.9531], [0.2836, -1.2429, 1.0512], [0.3340, 0.0723, -0.2189], [0.7025, 1.2632, 0.8873], [0.0001, 0.3080, -0.9539], [-0.1275, 0.2084, -1.3714], [-7.3173, 4.7298, -4.5307], [-0.8217, -0.4495, -0.7737], [7.5297, -5.7407, 5.9830], [0.0632, -0.1868, 0.2077], [0.1459, 0.2651, 0.5872], [-0.0740, 0.1731, 0.6462], [-0.5662, 0.2446, -0.2037], [-0.1793, 0.9076, -0.0205], [-0.5101, -0.2405, 0.1722], [0.1231, 0.4356, 0.4902], [0.6514, -0.1624, -0.9687], [-1.8991, -0.0891, -0.3784], [-4.7532, 6.2625, 6.0721], [-0.0809, 0.5112, -1.7627], [6.4724, -6.9075, -6.0920], [-0.1657, 0.2940, -0.0526], [0.2587, -0.4269, 0.1346], [-0.3916, -0.1759, 0.0971], [-0.3002, 0.9777, 0.0513], [0.4734, 1.0938, 0.0485], [-0.7022, -0.8415, 0.7181], [0.2950, 0.7513, 0.8227], [0.7230, -1.5059, 0.2556], [-2.0835, 0.1201, -1.2332], [2.6386, 2.2393, -4.2009], [1.6098, 0.7947, -1.1241], [-1.7574, -3.6129, 6.0056], [0.7857, -1.2237, -0.0609], [-0.3214, 0.3237, -0.0818], [0.0286, 0.2439, 0.3499], [0.2134, 0.2525, -0.3760], [-0.0559, -0.2240, -0.0718], [-0.3562, 0.9139, 0.1612], [-0.1792, 0.2603, -0.0208], [-0.4778, -0.1250, 0.7165], [-1.3480, -2.3976, 0.8858], [1.0933, -12.3332, 5.9034], [0.9810, 1.1474, -0.8261], [0.1705, 12.4291, -7.6003], [1.0127, 0.3587, -0.1991], [0.0949, 0.6080, -0.1984], [-0.3198, 0.8472, 0.3205], [-0.3137, -0.6214, 0.4671], [-0.7215, 0.3792, 0.2732], [0.2390, -0.7287, 0.9209], [0.0013, 0.4269, 0.0218], [-0.9082, -0.0415, 0.0696]], "smiles": "NC(N)=O.NC(N)=O.CC(C)O.CC(C)O.CC(C)O.CC(C)O.CC(C)O.CC(C)O.CC(C)O.CO.CO.CO"}

---

no.,electronic energy (Ha),orbital gap (Ha)
1,-2558.8171,0.2597
2,-2157.7090,0.3237